The following is a quantum chemistry calculation of the molecule C8H18NO6PS2 in a non-equilibrium geometry, from the OMol25 dataset.

```
36
C8H18NO6PS2 the ωB97M-V functional and the def2-TZVPD basis
C -0.14480 3.22744 3.53041
N 0.91652 2.85778 2.62553
C 1.61141 1.64772 2.68950
O 1.35143 0.73601 3.48114
C 2.67608 1.35834 1.68234
C 3.78202 2.40962 1.66070
S 1.81153 1.17444 0.16245
O 1.11845 2.41903 -0.26444
O 2.67767 0.69448 -0.91220
C 0.56640 -0.06703 0.48925
C -0.17308 -0.38699 -0.79912
S -1.46851 -1.54617 -0.32468
P -1.84521 -2.30515 -2.21666
O -1.96164 -1.20924 -3.20447
O -0.66929 -3.30440 -2.65862
C -1.09263 -4.15001 -3.74140
O -3.29042 -3.09706 -2.14925
C -4.32802 -2.19470 -1.81768
H -0.93674 3.80355 3.02811
H 0.23659 3.78907 4.38662
H -0.60197 2.31779 3.93977
H 1.05985 3.38204 1.76047
H 3.14952 0.39434 1.86702
H 4.26719 2.58346 2.63250
H 3.38120 3.35958 1.34362
H 4.56021 2.12073 0.91279
H -0.14473 0.29221 1.28280
H 1.06774 -0.98560 0.79432
H 0.54391 -0.78912 -1.54957
H -0.65903 0.46447 -1.27635
H -0.22485 -4.55919 -4.25497
H -1.69128 -3.56503 -4.45494
H -1.67818 -4.99745 -3.41640
H -5.29388 -2.72086 -1.85248
H -4.15587 -1.77526 -0.82151
H -4.41761 -1.37888 -2.55461
```

Multiplicity: 1
Relative energy (zero: lowest compared OMol25 entry of this formula, charge and spin): 12.3 kJ/mol
LUMO: 0.520 eV
Kohn-Sham gap: 0.3767 Eh
Total energy: -1959.609326 Ha
HOMO: -9.73 eV